(1)
Formula: C35H37ClNOP2RuSSe4
Source: OMol25
Level of theory: the ωB97M-V functional and the def2-TZVPD basis

```
! wB97M-V def2-TZVPD RIJCOSX def2/J DEFGRID3
* xyz 0 2
Ru -0.0790 0.0904 0.1044
C 3.2547 0.4507 1.4376
N 2.7734 0.2443 2.7995
C 1.5964 -0.5478 3.0838
P 0.0441 0.2016 2.4188
C -1.1593 -0.8082 3.3703
C -1.0494 -2.2007 3.3199
C -1.9302 -3.0085 4.0205
C -2.9471 -2.4388 4.7736
C -3.0654 -1.0592 4.8304
C -2.1746 -0.2478 4.1408
C -0.0591 1.8111 3.2603
C -1.0779 2.6762 2.8637
C -1.2493 3.8982 3.4950
C -0.3991 4.2719 4.5258
C 0.6177 3.4170 4.9265
C 0.7866 2.1900 4.3008
C 3.7595 0.3561 3.8001
C 3.9192 -0.6052 4.7994
C 4.8947 -0.4502 5.7749
C 5.7407 0.6468 5.7593
C 5.5973 1.5976 4.7570
C 4.6150 1.4611 3.7913
P 2.2442 -0.2191 0.0426
C 3.3558 0.4134 -1.2821
C 4.6373 -0.1277 -1.4204
C 5.5208 0.3727 -2.3617
C 5.1377 1.4225 -3.1866
C 3.8686 1.9626 -3.0635
C 2.9843 1.4611 -2.1172
C 2.7425 -1.9837 0.0030
C 3.4004 -2.6131 1.0524
C 3.7607 -3.9545 0.9589
C 3.4834 -4.6696 -0.1938
C 2.8393 -4.0408 -1.2554
C 2.4641 -2.7135 -1.1523
H 4.2631 0.0354 1.3277
H 3.3331 1.5177 1.1992
H 1.4918 -0.6419 4.1634
H 1.6300 -1.5644 2.6712
H -0.2634 -2.6506 2.7264
H -1.8266 -4.0858 3.9751
H -3.6427 -3.0677 5.3139
H -3.8534 -0.6056 5.4175
H -2.2801 0.8264 4.2043
H -1.7307 2.4009 2.0443
H -2.0393 4.5610 3.1666
H -0.5246 5.2305 5.0129
H 1.2848 3.7022 5.7300
H 1.5856 1.5419 4.6336
H 3.2846 -1.4819 4.8155
H 4.9992 -1.2046 6.5444
H 6.5030 0.7616 6.5181
H 6.2466 2.4636 4.7353
H 4.4914 2.2220 3.0318
H 4.9464 -0.9572 -0.7962
H 6.5080 -0.0613 -2.4550
H 5.8255 1.8110 -3.9266
H 3.5550 2.7732 -3.7081
H 1.9943 1.8828 -2.0508
H 3.6575 -2.0672 1.9525
H 4.2751 -4.4297 1.7846
H 3.7770 -5.7087 -0.2735
H 2.6311 -4.5896 -2.1659
H 1.9463 -2.2333 -1.9762
Se -0.0763 -0.0626 -2.3325
Se -2.2245 -0.0491 -3.2039
Se -3.6317 0.4852 -1.4635
Se -2.4725 0.0190 0.4383
Cl -1.3940 3.1452 -0.4564
C 0.0991 2.1559 -0.0721
H 0.5156 2.6474 0.8080
H 0.7236 2.4330 -0.9126
C -1.7265 -3.4220 -1.4024
S -1.3149 -3.1838 0.3213
C -0.5808 -4.7935 0.6130
O -0.1110 -2.2714 0.3607
H -2.4538 -4.2317 -1.4725
H -0.8191 -3.6470 -1.9616
H -2.1701 -2.4965 -1.7613
H -1.3250 -5.5713 0.4454
H -0.2526 -4.8154 1.6509
H 0.2768 -4.9086 -0.0495
*
```

Properties
ΔE to the lowest compared entry with this formula, charge and spin, kcal/mol: 0.0
LUMO energy (spin up / spin down), hartree: 0.0117 / -0.0561
HOMO level (spin up / spin down), hartree: -0.24561 / -0.24820
Electronic energy, a.u.: -12727.68241
Kohn-Sham gap (spin up / spin down), eV: 7.002 / 5.227

---

(2)
Formula: C35H37DyN3P2S5
Source: OMol25
Level of theory: the ωB97M-V functional and the def2-TZVPD basis

```
! wB97M-V def2-TZVPD RIJCOSX def2/J DEFGRID3
* xyz 1 6
Dy 1.0647 1.4243 -1.0721
S 4.8086 3.9474 -2.0176
C 3.4717 3.0024 -2.0190
S 3.5957 1.2504 -1.8872
S 1.8619 3.6670 -2.1590
C -3.7648 -3.4699 2.3603
S -4.8706 -2.9077 1.0352
C -4.0521 -3.6259 -0.4395
C -3.2306 -2.6339 -1.2715
C -2.2398 -1.8746 -0.3880
N -1.2721 -0.9986 -1.0795
P -1.6607 0.6364 -1.4551
C -3.4690 0.6239 -1.6232
C -3.9753 0.5175 -2.9198
C -5.3433 0.4660 -3.1296
C -6.2091 0.5253 -2.0468
C -5.7085 0.6527 -0.7579
C -4.3415 0.7165 -0.5419
C -1.4978 1.5530 0.1450
C -1.4319 2.9492 0.0085
C -1.3888 3.7602 1.1305
C -1.3980 3.1874 2.3944
C -1.4264 1.8075 2.5378
C -1.4625 0.9868 1.4193
P 0.3898 -1.3943 -1.3021
C 1.1194 -1.7879 0.3437
C 0.6468 -2.7313 1.2609
C 1.2734 -2.8964 2.4840
C 2.4094 -2.1600 2.7985
C 2.9349 -1.2812 1.8682
C 2.2904 -1.0867 0.6555
C 0.3583 -3.0097 -2.1349
C 1.1745 -4.0652 -1.7346
C 1.1717 -5.2513 -2.4540
C 0.3683 -5.3861 -3.5759
C -0.4149 -4.3215 -4.0028
C -0.4049 -3.1310 -3.2969
H -4.3037 -3.3254 3.2940
H -2.8428 -2.8884 2.3825
H -3.5478 -4.5285 2.2339
H -4.8597 -4.0376 -1.0415
H -3.4282 -4.4510 -0.0931
H -3.9039 -1.9335 -1.7686
H -2.6973 -3.1933 -2.0379
H -1.6813 -2.6002 0.1980
H -2.8293 -1.2744 0.3035
H -3.2906 0.4791 -3.7595
H -5.7312 0.3843 -4.1362
H -7.2780 0.4853 -2.2094
H -6.3860 0.7052 0.0838
H -3.9662 0.8410 0.4652
H -1.4914 3.3941 -0.9831
H -1.3491 4.8356 1.0223
H -1.3659 3.8168 3.2734
H -1.4196 1.3684 3.5268
H -1.4738 -0.0898 1.5445
H -0.1889 -3.3736 1.0213
H 0.8855 -3.6202 3.1891
H 2.8973 -2.2969 3.7542
H 3.8496 -0.7470 2.0922
H 2.7498 -0.4489 -0.1012
H 1.8108 -3.9645 -0.8655
H 1.8063 -6.0699 -2.1411
H 0.3646 -6.3152 -4.1302
H -1.0240 -4.4195 -4.8918
H -0.9893 -2.2865 -3.6432
C 6.7797 2.3881 1.2379
C 5.5274 3.1683 1.4150
C 5.4610 4.5076 1.7031
C 4.2055 5.1136 1.7728
N 3.0802 4.3993 1.6580
C 3.1476 3.1118 1.4078
S 1.7421 2.1107 1.4848
N 4.3619 2.5023 1.2879
C 4.0436 6.5781 1.9619
H 7.6510 2.9994 1.4550
H 6.8432 2.0417 0.2038
H 6.7829 1.5186 1.8977
H 6.3653 5.0882 1.8062
H 4.3789 1.5326 1.0076
H 4.9892 7.0685 2.1791
H 3.3231 6.7619 2.7585
H 3.6246 7.0035 1.0477
*
```

Properties
ΔE to the lowest compared entry with this formula, charge and spin, kcal/mol: 33.6
LUMO energy (spin up / spin down), hartree: -0.1588 / -0.0968
HOMO level (spin up / spin down), hartree: -0.36085 / -0.36254
Electronic energy, a.u.: -5078.75300
Kohn-Sham gap (spin up / spin down), eV: 5.497 / 7.231

---

(3)
Formula: C35H37FN3O3Sb2W
Source: OMol25
Level of theory: the ωB97M-V functional and the def2-TZVPD basis

```
! wB97M-V def2-TZVPD RIJCOSX def2/J DEFGRID3
* xyz 1 3
W 0.6619 -0.3467 -0.7918
C -0.8612 3.4460 -1.5285
Sb -1.4803 1.4276 -1.0549
C -2.4167 1.0916 -2.9722
C -3.0950 1.8456 0.4298
C -4.2754 1.0661 0.0079
C -5.2857 1.7182 -0.7372
C -6.3526 0.9902 -1.2419
C -6.4082 -0.3871 -1.0989
C -5.4407 -1.0747 -0.3504
C -4.3739 -0.3676 0.2366
C -3.3732 -1.0430 1.0679
Sb -1.5669 -1.7724 0.0077
C -1.1301 -3.1976 1.5808
C -2.4833 -3.1944 -1.3738
H -1.7568 4.0470 -1.7296
H -0.2236 3.3771 -2.4213
H -0.2868 3.8235 -0.6719
H -2.9968 1.9630 -3.3074
H -3.0315 0.1853 -2.9682
H -1.5616 0.9620 -3.6787
H -3.2630 2.9275 0.3326
H -2.7267 1.5804 1.4282
H -5.2285 2.8166 -0.9102
H -7.1682 1.4772 -1.7978
H -7.2044 -0.9510 -1.6067
H -5.5303 -2.1640 -0.2606
H -3.7223 -1.9599 1.5755
H -2.9937 -0.3491 1.8098
H -1.9686 -3.9159 1.5686
H -1.0932 -2.6556 2.5328
H -0.2005 -3.7419 1.3613
H -2.7890 -4.0969 -0.8341
H -1.7350 -3.4415 -2.1518
H -3.3713 -2.7425 -1.8469
O -0.0133 1.5154 2.2735
C 1.4337 1.3925 1.9864
C 1.7342 0.9915 0.4960
O 2.4740 -0.0525 0.3064
O 1.4080 1.7678 -0.4890
C 1.9155 2.7782 2.3555
C 3.0807 3.3639 1.8312
C 3.4151 4.6894 2.1058
C 2.5594 5.4636 2.8706
C 1.4223 4.8929 3.4655
C 1.0699 3.5925 3.1607
C 1.9209 0.2466 2.8907
C 2.5744 0.5319 4.0965
C 2.9849 -0.4754 4.9497
C 2.7201 -1.7994 4.6246
C 2.0333 -2.1285 3.4552
C 1.5961 -1.1055 2.6262
H -0.5262 0.8143 1.7990
H 3.7516 2.8135 1.1728
H 4.3584 5.0774 1.7020
H 2.7472 6.5136 3.0463
H 0.7856 5.4688 4.1518
H 0.1268 3.1939 3.5379
H 2.8388 1.5514 4.3816
H 3.4656 -0.2626 5.9052
H 3.0513 -2.6028 5.2668
H 1.8422 -3.1668 3.1979
H 1.0839 -1.3827 1.6892
F 5.4567 -2.8132 -4.2463
C 4.3214 -2.0987 -4.0103
C 3.1292 -2.5958 -4.5179
C 1.9546 -1.9315 -4.2167
C 1.9679 -0.7740 -3.4138
C 0.6728 -0.2457 -2.9738
C 3.2156 -0.2224 -2.9961
C 4.3973 -0.9172 -3.2448
H 3.1714 -3.4972 -5.1475
H 1.0037 -2.3352 -4.5432
H -0.0995 -0.9150 -3.3861
H 0.5491 0.7450 -3.4384
H 3.2423 0.7039 -2.4158
H 5.3738 -0.5789 -2.9104
N 2.5646 -6.7151 -2.1390
C 2.4967 -5.8005 -1.3736
N 2.3859 -4.7764 -0.5675
C 1.7886 -3.6584 -0.8457
N 1.2866 -2.5998 -1.0740
*
```

Properties
ΔE to the lowest compared entry with this formula, charge and spin, kcal/mol: 29.4
LUMO energy (spin up / spin down), hartree: -0.1751 / -0.1940
HOMO level (spin up / spin down), hartree: -0.40253 / -0.40210
Electronic energy, a.u.: -2392.93376
Kohn-Sham gap (spin up / spin down), eV: 6.188 / 5.662

---

(4)
Formula: C35H37N13O4ReSe
Source: OMol25
Level of theory: the ωB97M-V functional and the def2-TZVPD basis

```
! wB97M-V def2-TZVPD RIJCOSX def2/J DEFGRID3
* xyz 2 2
Re 0.6095 -0.9018 -1.9256
C -0.4384 -4.5089 2.2115
N 0.2735 -3.7913 1.1383
C -0.1656 -2.7763 0.4229
N 0.7909 -2.4058 -0.4320
C 1.8131 -3.2885 -0.1901
N 1.5348 -4.1262 0.7707
C -1.3863 -3.5799 2.9329
C -2.6670 -3.9991 3.2703
C -3.5420 -3.1285 3.9084
C -3.1683 -1.8228 4.1756
C -1.8891 -1.3978 3.8304
C -0.9949 -2.2865 3.2454
C -1.4754 -0.0058 4.0017
N -2.1548 1.0358 4.3262
N -1.2792 2.1181 4.2399
C -0.1467 1.6368 3.8711
O -0.1872 0.2930 3.7008
C 1.1111 2.3055 3.5419
C 1.3127 3.6622 3.7868
C 2.5118 4.2475 3.4167
C 3.5032 3.5029 2.7842
C 3.3046 2.1512 2.5446
C 4.3066 1.3020 1.8005
N 3.7178 0.9196 0.5113
C 2.9126 -0.0988 0.2349
N 2.3538 0.0924 -0.9583
C 2.8913 1.2883 -1.3609
N 3.7114 1.8106 -0.4954
C 2.1146 1.5586 2.9399
H 0.3365 -4.9197 2.8573
H -0.9811 -5.3394 1.7621
H -1.1171 -2.2846 0.5353
H 2.7463 -3.2900 -0.7308
H -2.9883 -5.0068 3.0364
H -4.5325 -3.4687 4.1772
H -3.8573 -1.1292 4.6384
H 0.0018 -1.9419 3.0029
H 0.5375 4.2389 4.2740
H 2.6798 5.2968 3.6183
H 4.4287 3.9789 2.4850
H 4.5452 0.3844 2.3377
H 5.2286 1.8355 1.5855
H 2.7367 -0.9248 0.9023
H 2.6631 1.7726 -2.2927
H 1.9528 0.5007 2.7763
O -1.1011 -0.0542 0.2425
C -0.5899 0.3376 -0.7955
C -3.5480 1.2395 -0.6159
N -2.7266 2.2864 -0.0133
C -3.2764 2.8657 1.2153
C -1.5167 2.5857 -0.4582
N -0.7922 1.6734 -1.1922
N -0.9523 3.7716 -0.2437
C -1.7307 5.0037 -0.1052
C 0.4996 3.9461 -0.3108
H -4.5656 1.6177 -0.7040
H -3.5400 0.3493 0.0111
H -3.1777 0.9945 -1.6070
H -3.6679 2.0480 1.8195
H -4.0837 3.5653 1.0018
H -2.4939 3.3609 1.7825
H -0.2945 2.0328 -2.0087
H -2.7518 4.8396 -0.4358
H -1.2767 5.7585 -0.7460
H -1.7306 5.3682 0.9216
H 0.8119 4.2843 -1.3006
H 1.0037 3.0141 -0.0620
H 0.7858 4.6955 0.4253
Se -1.4005 -1.7816 -2.8032
C -1.1945 -3.5961 -3.3457
C 0.0365 -4.2345 -3.4425
C 0.0407 -5.5761 -3.7950
N -1.0635 -6.2765 -4.0449
C -2.2317 -5.6480 -3.9619
C -2.3565 -4.3083 -3.6155
H 0.9676 -3.7095 -3.2868
H 0.9780 -6.1133 -3.8816
H -3.1133 -6.2381 -4.1819
H -3.3328 -3.8455 -3.5564
O 2.0714 -1.6798 -3.6250
C 1.8846 -0.5936 -4.1941
C 2.3605 -0.0534 -5.5070
C 1.7648 1.3655 -5.5225
C 1.0296 1.5066 -4.2001
O 0.5023 2.4912 -3.7366
N 1.1018 0.2932 -3.5318
H 1.9989 -0.6905 -6.3146
H 3.4497 -0.0758 -5.5462
H 1.0510 1.5175 -6.3320
H 2.5117 2.1538 -5.6050
*
```

Properties
ΔE to the lowest compared entry with this formula, charge and spin, kcal/mol: 0.0
LUMO energy (spin up / spin down), hartree: -0.2816 / -0.2444
HOMO level (spin up / spin down), hartree: -0.48919 / -0.48919
Electronic energy, a.u.: -4848.03287
Kohn-Sham gap (spin up / spin down), eV: 5.648 / 6.662

---

(5)
Formula: C35H37N2
Source: OMol25
Level of theory: the ωB97M-V functional and the def2-TZVPD basis

```
! wB97M-V def2-TZVPD RIJCOSX def2/J DEFGRID3
* xyz 1 1
C 5.4381 -0.1346 1.5764
C 5.6874 0.7639 0.5297
C 4.8167 1.8318 0.3046
C 3.6791 1.9948 1.1007
C 2.7297 3.1257 0.7937
N 1.3150 2.7965 1.0381
C 0.5986 3.5812 2.0670
C -0.6416 4.2886 1.5783
C -1.7361 4.4286 2.4380
C -2.9285 4.9810 1.9676
C -3.0104 5.4553 0.6529
C -1.8918 5.3777 -0.1849
C -0.6958 4.8317 0.2932
C 0.7443 1.7511 0.4338
C -0.5262 1.2768 0.7892
C -1.4636 0.8117 -0.1295
C -2.8433 0.5919 0.2954
C -3.8713 0.5807 -0.6754
C -5.2065 0.6464 -0.2897
C -5.5469 0.6639 1.0699
C -4.5390 0.5895 2.0406
C -3.2015 0.4807 1.6599
C 3.4574 1.1329 2.1781
C 4.3215 0.0540 2.4022
H 6.1140 -0.9749 1.7517
H 6.5618 0.6334 -0.1108
H 4.9946 2.5489 -0.5004
H 2.9691 4.0072 1.4016
H 2.8336 3.4027 -0.2659
H 0.3404 2.9235 2.9131
H 1.3177 4.3211 2.4460
H -1.6383 4.0898 3.4728
H -3.7889 5.0523 2.6355
H -3.9379 5.9029 0.2900
H -1.9402 5.7517 -1.2085
H 0.1969 4.8149 -0.3366
H 1.3131 1.2563 -0.3614
H -0.7994 1.3624 1.8483
H -1.3794 1.1765 -1.1637
H -3.5934 0.5759 -1.7318
H -5.9792 0.6888 -1.0569
H -6.5963 0.6986 1.3664
H -4.8012 0.6094 3.1002
H -2.4285 0.3515 2.4205
H 2.5973 1.2935 2.8335
H 4.1200 -0.6332 3.2261
C -2.0445 -3.7304 -1.0359
N -0.5929 -3.6133 -1.1681
C -0.0168 -2.4287 -1.4524
C -0.6416 -1.1908 -1.4311
C 0.0268 -0.2880 -2.4040
C 1.3273 -1.0183 -2.8400
C 1.3418 -2.3879 -2.1336
C 0.1582 -4.8320 -1.2356
C -0.0075 -5.7212 -2.3082
C 0.7864 -6.8697 -2.3769
C 1.6788 -7.1710 -1.3407
C 1.8126 -6.2980 -0.2526
C 1.0793 -5.1132 -0.2168
H -2.2711 -4.7452 -0.6879
H -2.4187 -3.0091 -0.2998
H -2.5542 -3.5682 -1.9992
H -1.6614 -1.0924 -1.0701
H -0.6038 -0.1397 -3.2939
H 0.2736 0.7034 -2.0194
H 1.3403 -1.1528 -3.9309
H 2.2131 -0.4327 -2.5723
H 2.1628 -2.4641 -1.4034
H 1.5012 -3.1989 -2.8622
H -0.7169 -5.4725 -3.1012
H 0.7050 -7.5307 -3.2415
H 2.2829 -8.0801 -1.3815
H 2.4902 -6.5268 0.5712
H 1.1877 -4.3826 0.5885
*
```

Properties
ΔE to the lowest compared entry with this formula, charge and spin, kcal/mol: 52.3
LUMO energy, hartree: -0.1494
HOMO level, hartree: -0.35429
Electronic energy, a.u.: -1465.10909
Kohn-Sham gap, eV: 5.574

---

(6)
Formula: C35H37N3O5
Source: OMol25
Level of theory: the ωB97M-V functional and the def2-TZVPD basis

```
! wB97M-V def2-TZVPD RIJCOSX def2/J DEFGRID3
* xyz 0 1
C -0.1111 -1.5601 1.8380
C 1.2978 -2.0147 1.5661
O 1.6131 -3.1889 1.5673
N 2.2065 -1.0202 1.3076
C 1.9404 0.3396 1.2003
C 3.0574 1.0316 0.8793
C 3.1676 2.5050 0.6115
C 1.8719 3.2009 0.9077
C 1.0112 3.5296 -0.0505
C -0.2942 4.2105 0.2751
O -0.3252 5.2741 0.8649
N -1.4038 3.5520 -0.1193
C -1.4460 2.1925 -0.5954
C -2.1642 1.3172 0.4287
N -3.5088 1.8142 0.6340
C -4.2938 0.9170 1.4727
C -4.3999 -0.4385 0.8275
C -3.7909 -1.5529 1.3893
C -3.8496 -2.7843 0.7588
C -4.5270 -2.9112 -0.4420
C -5.1405 -1.8055 -1.0092
C -5.0734 -0.5756 -0.3802
C -3.4504 3.1646 1.1639
C -2.7198 4.0769 0.1767
O 1.2084 3.3240 -1.3948
C 2.3098 2.5108 -1.7431
O 1.9889 1.1568 -1.6421
C 1.1971 0.6189 -2.6942
C 0.7143 -0.7321 -2.2393
C 1.6405 -1.7112 -1.8999
C 1.2198 -2.9488 -1.4506
C -0.1351 -3.2343 -1.3229
C -0.5874 -4.5656 -0.7726
O -0.7128 -4.5485 0.6307
C -1.0586 -2.2523 -1.6557
C -0.6386 -1.0144 -2.1120
C 3.5264 2.7761 -0.8573
C 4.1271 0.0720 0.7852
C 5.4869 0.1841 0.5189
C 6.2513 -0.9656 0.4972
C 5.6817 -2.2120 0.7411
C 4.3339 -2.3466 1.0225
C 3.5652 -1.1955 1.0428
H -0.5162 -1.0762 0.9518
H -0.7214 -2.4298 2.0670
H -0.1366 -0.8652 2.6744
H 0.9502 0.7205 1.3433
H 3.9616 2.9146 1.2473
H 1.6231 3.4131 1.9340
H -0.4428 1.8084 -0.7580
H -2.0051 2.1694 -1.5374
H -2.2218 0.2937 0.0536
H -1.5874 1.3184 1.3747
H -3.8543 0.8199 2.4819
H -5.2903 1.3568 1.5764
H -3.2639 -1.4561 2.3280
H -3.3521 -3.6381 1.1934
H -4.5767 -3.8708 -0.9358
H -5.6695 -1.9028 -1.9463
H -5.5381 0.2919 -0.8243
H -4.4692 3.5312 1.3070
H -2.9291 3.1946 2.1385
H -2.5972 5.0763 0.5963
H -3.2908 4.1326 -0.7557
H 2.5250 2.7799 -2.7913
H 0.3533 1.2820 -2.9201
H 1.8175 0.5256 -3.5998
H 2.6945 -1.4927 -1.9833
H 1.9513 -3.7006 -1.1923
H 0.1171 -5.3514 -1.0832
H -1.5810 -4.8143 -1.1554
H 0.1473 -4.2978 1.0124
H -2.1146 -2.4551 -1.5514
H -1.3728 -0.2673 -2.3772
H 3.8141 3.8216 -0.9776
H 4.3384 2.1322 -1.1896
H 5.9382 1.1490 0.3423
H 7.3094 -0.8998 0.2907
H 6.3059 -3.0925 0.7163
H 3.8975 -3.3106 1.2228
*
```

Properties
ΔE to the lowest compared entry with this formula, charge and spin, kcal/mol: 0.0
LUMO energy, hartree: 0.0212
SMILES string: CC(=O)n1cc([C@@H]2C=C(C(=O)N3CCN(Cc4ccccc4)CC3)O[C@H](OCc3ccc(CO)cc3)C2)c2ccccc21
HOMO level, hartree: -0.30458
Electronic energy, a.u.: -1896.43126
Kohn-Sham gap, eV: 8.866